1.
{"formula": "C6H9N2S", "method": "the ωB97M-V functional and the def2-TZVPD basis", "species": ["C", "C", "C", "C", "C", "C", "N", "N", "S", "H", "H", "H", "H", "H", "H", "H", "H", "H"], "coordinates": [[1.98629, 0.28422, 1.21249], [-0.59460, -0.51294, -0.67229], [0.74029, -1.12819, -0.43783], [1.86929, -0.24832, 0.01927], [2.22420, 0.76935, 2.39128], [-2.63395, -0.21578, -1.94156], [-1.51301, -0.82427, -1.38335], [-0.75029, 1.69965, 1.37334], [-0.32696, 1.29855, 0.00430], [0.79618, -1.99914, 0.15954], [0.98099, -1.59197, -1.41957], [2.65227, -0.16612, -0.69776], [2.56409, 0.13970, 3.13193], [-0.84036, 1.02449, 2.09204], [1.73974, 1.69829, 2.51956], [-3.25085, 0.31442, -1.22633], [-3.22414, -1.00273, -2.38054], [-2.41918, 0.46078, -2.74452]], "forces_ev_per_a": [[0.76, -0.66, 0.05], [1.46, 0.48, 1.51], [0.71, -1.39, -1.65], [-0.80, 0.30, -0.33], [-1.61, 0.01, -2.50], [-1.95, -0.04, -0.09], [1.02, -0.59, -0.27], [0.11, 1.36, 0.41], [-0.11, 0.77, -1.58], [-0.85, -0.95, 1.11], [0.16, 0.54, 0.36], [0.67, 0.49, -0.33], [0.99, -0.87, 1.76], [-0.61, -1.22, 0.90], [-0.02, 1.35, 0.88], [-0.11, 0.16, 0.32], [-0.46, -0.14, -0.13], [0.65, 0.42, -0.41]], "lowdin_charge": [-0.118, -0.403, -0.170, -0.131, 0.095, -0.081, 0.058, -0.254, 1.137, 0.124, 0.149, 0.125, 0.072, 0.033, 0.069, 0.097, 0.093, 0.103], "e_tot_ha": -741.2675, "e_above_lowest_kj_mol": 507.9, "charge": 1, "gap_ev": [7.23, 7.23], "lumo_ev": [-6.3151, -6.3159], "e_homo_ev": [-13.55, -13.55]}

=====

2.
{"formula": "C7H14N2O4", "method": "the ωB97M-V functional and the def2-TZVPD basis", "species": ["C", "C", "N", "C", "O", "C", "N", "C", "C", "O", "C", "O", "O", "H", "H", "H", "H", "H", "H", "H", "H", "H", "H", "H", "H", "H", "H"], "coordinates": [[1.59644, -2.05200, -2.00582], [0.72271, -0.79689, -1.90818], [0.36983, -0.76634, -0.51103], [0.14293, 0.50628, 0.15596], [0.53190, 1.61703, -0.06415], [-0.51828, 0.04451, 1.47711], [-0.06983, -1.41662, 1.54630], [-0.01578, 0.73870, 2.91203], [-0.65568, 2.13751, 2.85794], [-0.62363, -0.16908, 3.90736], [-0.23906, -0.30099, -2.99781], [0.07390, -0.15553, -4.13417], [-1.18362, 0.66863, -2.28686], [1.96635, -2.12211, -3.15990], [0.87157, -2.91961, -1.98384], [2.23259, -2.04000, -1.16725], [1.29158, 0.16746, -1.71858], [-0.10286, -1.56316, 0.11791], [-1.70719, -0.08448, 1.58059], [-0.26938, -1.91714, 2.59855], [0.99235, -1.57887, 1.27852], [1.15622, 0.76439, 3.17231], [-0.15700, 2.46321, 1.83031], [-1.69258, 2.20778, 2.58194], [-0.14042, 2.88614, 3.60622], [-1.16789, 0.62268, 4.57411], [-1.96145, 1.04330, -2.88273]], "forces_ev_per_a": [[-2.48, -0.38, -5.39], [1.34, 1.51, 2.48], [-2.54, 2.17, -0.24], [-0.37, -3.80, 0.73], [0.16, 0.20, -0.90], [0.55, -2.01, 3.31], [1.08, -2.70, 4.99], [-0.87, -0.83, -0.91], [4.55, 1.55, -1.56], [-2.05, 5.01, 2.61], [-0.16, 3.53, 1.77], [-0.99, -0.97, 0.00], [-1.11, -1.41, -2.79], [0.09, 0.11, 3.07], [0.87, 0.66, 0.43], [1.28, -0.24, 0.33], [0.48, -0.73, -2.10], [0.25, 1.28, -2.05], [2.65, 0.93, -0.60], [0.63, 2.23, -3.79], [-2.69, 0.90, 1.68], [-2.58, -0.04, -1.26], [-0.91, -0.07, 1.95], [-0.59, -0.13, 0.82], [-1.79, -1.40, -1.07], [2.42, -4.01, -2.80], [2.78, -1.36, 1.30]], "lowdin_charge": [-0.034, -0.318, -0.031, -0.416, 0.088, -0.182, -0.086, -0.376, -0.098, -0.194, -0.332, 0.128, -0.051, 0.134, 0.092, 0.054, 0.170, 0.097, 0.194, 0.183, 0.145, 0.179, 0.100, 0.068, 0.114, 0.216, 0.155], "e_tot_ha": -685.4039, "e_above_lowest_kj_mol": 590.5, "gap_ev": 9.68, "lumo_ev": 0.5807, "smiles": "C[C@H](NC(=O)[C@@H](N)[C@@H](C)O)C(=O)O", "e_homo_ev": -9.10}

=====

3.
{"formula": "C3H6OS", "method": "the ωB97M-V functional and the def2-TZVPD basis", "species": ["C", "C", "S", "C", "O", "H", "H", "H", "H", "H", "H"], "coordinates": [[-1.67205, -0.35146, 0.05133], [-0.30673, 0.25514, -0.18735], [0.95004, -0.93942, -0.00038], [2.32776, 0.14345, 0.15172], [3.42011, -0.34446, -0.10647], [-2.55482, 0.24669, -0.22091], [-1.91890, -0.60605, 1.21954], [-1.94289, -1.23199, -0.56152], [-0.10376, 1.07181, 0.51156], [-0.27041, 0.57345, -1.24891], [2.07165, 1.18285, 0.39138]], "forces_ev_per_a": [[-2.46, -0.99, 2.56], [-1.40, 0.70, -0.87], [0.86, -0.83, 0.47], [1.37, -2.29, -1.32], [-1.13, 1.68, 0.94], [0.70, 0.76, 0.08], [0.99, 0.37, -2.83], [0.94, -0.06, 0.45], [-0.24, 0.11, -0.33], [-0.04, 0.34, 0.70], [0.39, 0.22, 0.15]], "lowdin_charge": [-0.209, -0.617, 0.950, -0.567, -0.060, 0.061, 0.128, 0.066, 0.075, 0.087, 0.086], "e_tot_ha": -591.2991, "e_above_lowest_kj_mol": 89.0, "gap_ev": 10.26, "lumo_ev": 0.8408, "smiles": "CCSC=O", "e_homo_ev": -9.42}

=====

4.
{"formula": "C3H12NO", "method": "the ωB97M-V functional and the def2-TZVPD basis", "species": ["C", "C", "N", "C", "H", "H", "H", "H", "H", "H", "H", "H", "H", "H", "H", "H", "O"], "coordinates": [[0.16664, -0.22764, 1.89279], [-0.09969, 0.80037, 0.82586], [-0.52794, 0.09983, -0.48113], [-0.73976, 1.11630, -1.54227], [0.60319, -1.15293, 1.63082], [0.84590, 0.34627, 2.53924], [-0.81977, -0.32211, 2.40997], [-0.90875, 1.61601, 0.98908], [0.69500, 1.49537, 0.59390], [-1.34257, -0.46689, -0.22882], [0.06671, -0.70648, -0.82773], [-0.72063, 2.13979, -1.18588], [-1.74579, 1.00714, -1.96673], [0.08501, 1.14332, -2.26432], [2.15712, -1.98327, -1.14986], [0.94154, -2.89642, -0.59888], [1.34380, -2.00867, -0.63603]], "forces_ev_per_a": [[-1.56, 2.78, 1.63], [-0.99, 0.63, -1.58], [0.25, 0.00, 0.33], [-0.68, 0.45, -0.92], [0.41, -0.75, -0.63], [-0.18, -0.76, 0.44], [1.02, -0.55, 0.01], [0.71, -1.98, 0.29], [0.90, -0.55, -0.36], [-0.56, 0.78, -0.23], [0.68, 1.12, 0.70], [-0.07, -0.07, 0.86], [0.59, -0.25, -0.36], [-0.45, -0.74, -0.03], [-0.06, -0.58, -0.05], [0.84, 0.36, -0.34], [-0.85, 0.13, 0.24]], "lowdin_charge": [-0.060, -0.189, -0.019, -0.019, 0.054, 0.099, 0.105, 0.163, 0.117, 0.175, 0.130, 0.091, 0.111, 0.112, 0.077, 0.090, -0.038], "e_tot_ha": -251.2296, "e_above_lowest_kj_mol": 107.0, "charge": 1, "gap_ev": 13.18, "lumo_ev": -3.1681, "e_homo_ev": -16.35}

=====

5.
{"formula": "C25H51NO11", "method": "the ωB97M-V functional and the def2-TZVPD basis", "species": ["C", "C", "C", "C", "C", "C", "C", "O", "C", "O", "O", "C", "N", "H", "H", "H", "H", "H", "H", "H", "H", "H", "H", "H", "H", "H", "H", "H", "H", "H", "H", "H", "C", "C", "O", "C", "C", "O", "H", "H", "H", "H", "H", "H", "H", "H", "C", "C", "O", "C", "C", "O", "H", "H", "H", "H", "H", "H", "H", "H", "C", "C", "O", "C", "C", "O", "H", "H", "H", "H", "H", "H", "H", "H", "C", "C", "O", "C", "C", "O", "H", "H", "H", "H", "H", "H", "H", "H"], "coordinates": [[7.44341, -0.76251, 0.80978], [7.88904, -0.07662, -0.49996], [6.82996, 0.05993, -1.62084], [5.37775, 0.12576, -1.15769], [5.05171, 1.35691, -0.30124], [3.78777, 1.12668, 0.55891], [2.72308, 2.22076, 0.47844], [1.62147, 1.74265, -0.35129], [0.40026, 1.91740, 0.20334], [-0.16770, 2.96204, 0.27096], [-0.10206, 0.76379, 0.70089], [-0.41025, -0.23826, -0.28190], [-1.82570, -0.51120, -0.21653], [7.40856, -0.04541, 1.63455], [6.48391, -1.27202, 0.73223], [8.17403, -1.52364, 1.10254], [8.73226, -0.64368, -0.90922], [8.30004, 0.90998, -0.26438], [7.04537, 0.98159, -2.17767], [6.94265, -0.75318, -2.34661], [4.73960, 0.15951, -2.05301], [5.07579, -0.78895, -0.64375], [5.89910, 1.62670, 0.33306], [4.83535, 2.19906, -0.96790], [3.29437, 0.21401, 0.20854], [4.06181, 0.93814, 1.60179], [2.31004, 2.47694, 1.45754], [3.11137, 3.12936, 0.01294], [-0.05668, 0.10850, -1.26441], [0.14857, -1.14545, -0.02837], [-2.06959, -1.17220, -0.94576], [-2.36261, 0.33098, -0.39435], [-6.69532, 2.34700, 1.80561], [-6.03403, 2.90982, 0.56581], [-4.99133, 2.05866, 0.07674], [-5.22422, 1.02194, -0.74711], [-6.63817, 0.57319, -1.00490], [-4.26767, 0.44964, -1.20614], [-7.20143, 1.40465, 1.59680], [-7.43281, 3.05208, 2.19001], [-5.94829, 2.16563, 2.57826], [-6.75683, 3.12148, -0.22256], [-5.52826, 3.84553, 0.79803], [-6.89147, -0.20042, -0.28033], [-6.68585, 0.13979, -1.99971], [-7.38300, 1.35745, -0.94439], [-10.00041, -1.22027, -5.35433], [-9.44017, -1.75052, -4.05201], [-9.16828, -0.70177, -3.11419], [-10.10147, -0.20086, -2.28075], [-11.55207, -0.57559, -2.46886], [-9.74962, 0.57950, -1.43837], [-10.96749, -0.73814, -5.21070], [-10.12762, -2.03502, -6.06733], [-9.31983, -0.48525, -5.78317], [-10.08499, -2.50662, -3.60310], [-8.47148, -2.21775, -4.22032], [-12.01477, 0.17005, -3.11500], [-12.03667, -0.53689, -1.49717], [-11.71214, -1.55999, -2.89962], [3.44498, -4.90573, -2.96412], [4.02878, -5.43967, -1.67292], [4.49840, -4.39167, -0.82009], [3.69545, -3.73425, 0.04243], [2.19916, -3.93333, -0.02859], [4.19539, -2.95444, 0.80433], [2.56017, -4.29507, -2.78364], [3.16342, -5.73029, -3.61969], [4.17944, -4.28623, -3.47827], [3.32789, -6.08373, -1.14042], [4.91523, -6.03710, -1.87960], [1.78859, -3.17295, -0.69305], [1.79231, -3.77606, 0.96680], [1.88795, -4.91246, -0.38229], [4.32235, 1.74326, 6.59177], [5.35382, 2.77839, 6.19519], [6.01954, 2.43657, 4.97524], [5.51867, 2.74852, 3.76426], [4.10952, 3.27969, 3.64485], [6.19142, 2.54085, 2.79171], [3.51653, 1.67657, 5.86070], [3.88624, 1.99755, 7.55821], [4.78794, 0.76089, 6.66639], [4.92676, 3.77996, 6.13157], [6.15112, 2.81900, 6.93545], [3.44152, 2.43413, 3.48182], [4.07500, 3.92385, 2.76992], [3.75540, 3.84890, 4.50016]], "forces_ev_per_a": [[0.37, -0.04, 0.04], [0.11, -0.14, 0.00], [0.04, 0.15, 0.05], [-0.15, 0.15, -0.38], [-0.45, -0.18, 0.06], [0.01, -0.13, -0.08], [-0.02, -0.07, -0.07], [0.15, 0.00, 0.02], [0.07, -0.15, -0.07], [0.04, 0.14, 0.24], [-0.37, 0.13, -0.16], [0.08, -0.29, -0.13], [0.48, 0.04, 0.15], [-0.23, -0.06, -0.09], [0.01, 0.06, 0.03], [-0.09, 0.07, -0.03], [-0.07, 0.13, -0.03], [-0.12, -0.07, 0.01], [0.01, -0.12, -0.01], [-0.06, -0.02, 0.15], [0.04, -0.02, 0.11], [0.18, 0.01, 0.13], [-0.10, 0.05, -0.04], [0.30, 0.02, 0.02], [0.03, 0.05, 0.14], [0.03, 0.08, -0.11], [0.07, 0.00, -0.08], [-0.05, 0.00, 0.08], [0.00, 0.08, 0.14], [-0.04, 0.09, 0.01], [-0.10, 0.01, 0.06], [-0.05, -0.08, -0.07], [0.04, -0.10, 0.00], [-0.08, 0.06, 0.08], [0.03, 0.11, -0.08], [0.04, -0.13, 0.13], [0.10, 0.16, -0.19], [-0.24, 0.04, -0.16], [-0.04, 0.03, -0.02], [0.00, 0.01, 0.00], [0.00, 0.03, 0.01], [0.00, -0.03, 0.00], [0.03, -0.02, 0.00], [-0.02, 0.00, 0.02], [0.03, -0.08, 0.03], [-0.05, -0.03, 0.07], [-0.03, 0.09, 0.04], [-0.01, -0.05, -0.11], [0.08, -0.06, 0.07], [-0.06, 0.08, -0.06], [0.02, -0.18, 0.11], [-0.07, 0.02, 0.02], [-0.02, -0.04, 0.00], [0.01, -0.01, 0.00], [0.02, -0.02, -0.01], [-0.02, 0.02, 0.01], [0.02, 0.02, 0.02], [-0.01, 0.01, -0.02], [0.01, 0.09, 0.00], [0.00, 0.04, -0.06], [-0.01, 0.09, 0.03], [-0.03, -0.05, -0.10], [0.06, -0.07, 0.08], [-0.06, 0.13, -0.12], [0.01, -0.18, 0.13], [0.02, 0.04, 0.05], [-0.02, -0.03, 0.01], [0.01, -0.01, 0.00], [0.01, -0.02, -0.01], [-0.01, 0.02, 0.00], [0.02, 0.02, 0.01], [-0.01, 0.01, -0.02], [0.02, 0.09, -0.01], [0.00, 0.03, -0.06], [0.00, -0.04, -0.09], [-0.06, -0.03, 0.11], [0.09, 0.09, 0.00], [-0.07, -0.10, -0.11], [0.05, 0.26, 0.06], [0.04, -0.01, 0.03], [-0.02, 0.04, 0.02], [0.01, 0.01, 0.01], [0.01, 0.01, 0.02], [-0.01, -0.01, -0.02], [0.02, -0.01, -0.02], [-0.02, -0.01, 0.04], [-0.01, -0.09, -0.07], [-0.01, -0.09, 0.04]], "lowdin_charge": [-0.093, -0.244, -0.214, -0.229, -0.178, -0.143, -0.136, -0.010, -0.598, 0.176, 0.029, -0.255, 0.040, 0.064, 0.051, 0.065, 0.091, 0.096, 0.105, 0.101, 0.114, 0.079, 0.093, 0.111, 0.111, 0.106, 0.109, 0.126, 0.129, 0.112, 0.072, 0.047, -0.062, -0.231, 0.008, -0.502, 0.009, 0.080, 0.070, 0.081, 0.084, 0.113, 0.123, 0.104, 0.085, 0.057, -0.062, -0.232, -0.008, -0.519, 0.016, 0.102, 0.069, 0.082, 0.085, 0.112, 0.124, 0.097, 0.092, 0.071, -0.063, -0.239, 0.000, -0.523, 0.015, 0.103, 0.068, 0.081, 0.084, 0.110, 0.123, 0.086, 0.093, 0.070, -0.062, -0.237, 0.004, -0.519, 0.014, 0.104, 0.069, 0.081, 0.084, 0.110, 0.122, 0.083, 0.094, 0.074], "e_tot_ha": -1865.5498, "gap_ev": 9.49, "lumo_ev": 0.5627, "smiles": "CCCCCCCOC(=O)OCN.CCOC(C)=O.CCOC(C)=O.CCOC(C)=O.CCOC(C)=O", "e_homo_ev": -8.92}

=====

6.
{"formula": "C4H11NO2", "method": "the ωB97M-V functional and the def2-TZVPD basis", "species": ["C", "C", "C", "N", "C", "H", "H", "H", "H", "H", "H", "H", "H", "H", "O", "H", "H", "O"], "coordinates": [[-2.01105, 0.98804, -0.11744], [-0.63941, 0.89946, 0.65960], [0.49243, 1.00871, -0.31903], [1.74431, 0.40358, -0.08283], [0.75717, -0.54394, -0.79274], [-2.53707, 1.94190, -0.06589], [-1.76413, 0.90011, -1.18083], [-2.79809, 0.25284, 0.08268], [-0.56956, 1.78948, 1.36152], [0.43469, 1.95173, -0.90866], [0.68812, -0.56508, -1.96683], [0.29645, -1.21146, -0.13469], [-2.40037, -2.48031, 0.55806], [-0.52542, -0.04884, 1.27987], [-2.09007, -1.62832, 0.42834], [2.94965, -0.85725, 0.17969], [4.23218, -1.29652, 0.91416], [3.74018, -1.50412, 0.10501]], "forces_ev_per_a": [[0.23, 0.29, -0.52], [-1.07, 0.87, 2.17], [-0.63, -2.75, -0.38], [-0.73, -0.71, -0.93], [0.89, 5.50, -2.86], [0.47, 0.63, 0.44], [-0.15, -0.28, -0.01], [0.97, -0.38, 0.35], [-0.15, -0.84, -0.40], [0.42, -0.99, -0.11], [0.98, -0.70, 2.59], [-1.19, -1.15, 0.47], [-0.88, -2.68, 0.40], [-0.61, 1.23, -0.93], [1.03, 2.11, -0.28], [1.65, -1.17, -0.40], [-0.09, -0.18, -0.35], [-1.13, 1.19, 0.74]], "mulliken_spin": [-0.009, 0.092, -0.045, 0.887, -0.037, 0.003, -0.002, 0.000, 0.003, 0.031, 0.031, 0.030, 0.000, 0.002, 0.005, 0.007, 0.000, 0.002], "e_tot_ha": -364.0774, "e_above_lowest_kj_mol": 423.3, "charge": -1, "gap_ev": [6.78, 5.39], "s_squared": 0.7548, "lumo_ev": [3.9082, 2.5380], "spin_multiplicity": 2, "e_homo_ev": [-2.87, -2.86]}